# 1
{"formula": "C10H18N4O4", "method": "ωB97M-V/def2-TZVPD", "symbols": ["C", "N", "C", "O", "C", "N", "C", "O", "C", "C", "C", "C", "N", "O", "N", "C", "C", "O", "H", "H", "H", "H", "H", "H", "H", "H", "H", "H", "H", "H", "H", "H", "H", "H", "H", "H"], "coordinates": [[-2.79245, 2.54681, 2.72095], [-1.55666, 2.43146, 1.92659], [-0.95763, 3.47584, 1.28564], [-1.35695, 4.65870, 1.32695], [0.30827, 3.18259, 0.43676], [0.79662, 1.80481, 0.51774], [0.47251, 0.81642, -0.31884], [-0.14898, 1.06296, -1.35531], [0.88823, -0.63602, -0.01134], [1.81083, -1.16163, -1.12969], [2.38710, -2.56112, -0.89885], [1.37896, -3.53697, -0.30571], [0.26128, -3.78355, -0.97661], [1.52462, -4.01509, 0.77990], [1.47031, -0.84242, 1.33850], [0.75680, -0.78151, 2.46845], [1.35979, -1.36252, 3.71568], [-0.33183, -0.23631, 2.51100], [-3.13014, 1.55690, 3.08507], [-3.60429, 3.05245, 2.16325], [-2.54617, 3.13022, 3.60038], [-1.10600, 1.46563, 1.82050], [1.11868, 3.82715, 0.77432], [0.03204, 3.45757, -0.60131], [1.38044, 1.56339, 1.32041], [-0.02818, -1.23731, -0.02799], [2.62418, -0.44829, -1.19651], [1.22858, -1.16523, -2.05907], [3.23206, -2.48430, -0.24414], [2.80638, -2.97026, -1.81359], [-0.39348, -4.33931, -0.42263], [0.15322, -3.52193, -1.93593], [2.28824, -1.37585, 1.42533], [0.73009, -1.08441, 4.56203], [2.34709, -0.96986, 3.92433], [1.38690, -2.44334, 3.60515]], "nbo_charge": [-0.41, -0.64, 0.65, -0.65, -0.31, -0.61, 0.67, -0.64, -0.13, -0.39, -0.51, 0.67, -0.82, -0.63, -0.62, 0.69, -0.72, -0.66, 0.21, 0.21, 0.20, 0.45, 0.23, 0.26, 0.40, 0.23, 0.22, 0.24, 0.22, 0.24, 0.42, 0.40, 0.40, 0.25, 0.23, 0.25], "e_above_lowest_kj_mol": 9.5, "total_energy_ha": -911.914956, "charge": 0, "smiles": "CNC(=O)CNC(=O)[C@@H](CCC(N)=O)NC(C)=O", "e_homo_ev": -9.118}

***

# 2
{"formula": "C10H18NO2", "method": "ωB97M-V/def2-TZVPD", "symbols": ["C", "C", "C", "C", "C", "C", "C", "C", "C", "C", "N", "O", "O", "H", "H", "H", "H", "H", "H", "H", "H", "H", "H", "H", "H", "H", "H", "H", "H", "H", "H"], "coordinates": [[2.26026, 1.18649, 1.37474], [2.41877, 1.08775, -1.09538], [0.95781, 1.52799, 1.17117], [1.08867, 1.29808, -1.28168], [3.10842, 0.76063, 0.19260], [0.33279, 1.57672, -0.10356], [-2.99020, -1.68728, 1.32016], [-1.34926, -1.14731, -1.98646], [-2.13264, -0.49173, 0.85869], [-0.64207, -1.65375, -0.75414], [-0.80517, -0.89516, 0.48208], [4.44015, 1.04371, 0.47208], [-0.85261, 2.23251, -0.18531], [2.54830, 1.26743, 2.43623], [3.24055, 0.97912, -1.86488], [0.32734, 1.97461, 1.96165], [0.71039, 1.42497, -2.20865], [2.87064, -0.38101, 0.40089], [-3.39902, -2.14628, 0.38755], [-2.47897, -2.57487, 1.70160], [-3.75249, -1.30799, 1.90478], [-1.68888, -0.16406, -1.73520], [-0.71221, -0.96124, -2.90017], [-2.14817, -1.79004, -2.18196], [-2.12431, 0.10677, 1.69027], [-2.39280, 0.04360, -0.11512], [0.53014, -1.71139, -0.93255], [-0.90640, -2.63797, -0.55421], [-0.39919, -1.20279, 1.34213], [4.81696, 1.41200, -0.36817], [-0.87680, 2.83051, 0.57082]], "nbo_charge": [-0.01, -0.04, -0.35, -0.29, -0.02, 0.57, -0.64, -0.63, -0.23, -0.21, -0.62, -0.65, -0.60, 0.26, 0.24, 0.23, 0.26, 0.27, 0.21, 0.22, 0.22, 0.20, 0.23, 0.23, 0.19, 0.20, 0.18, 0.19, 0.38, 0.49, 0.51], "e_above_lowest_kj_mol": 293.2, "total_energy_ha": -596.678137, "charge": 1, "e_homo_ev": [-11.892, -11.891]}

***

# 3
{"formula": "C10H18OS4", "method": "ωB97M-V/def2-TZVPD", "symbols": ["C", "C", "S", "C", "C", "C", "O", "C", "C", "C", "S", "C", "C", "S", "S", "H", "H", "H", "H", "H", "H", "H", "H", "H", "H", "H", "H", "H", "H", "H", "H", "H", "H"], "coordinates": [[-2.71716, 0.82339, 0.76263], [-2.62540, 1.97634, -0.33638], [-1.01671, 2.79972, -0.18970], [0.07639, 1.40540, -0.90253], [1.51943, 1.28316, -0.61842], [1.89525, 1.56986, 0.96524], [3.13989, 1.00300, 1.20497], [3.10919, -0.31618, 1.37318], [2.51164, -1.26856, 0.24576], [1.13044, -1.78458, 0.59270], [0.17196, -2.63403, -0.69541], [-1.55588, -2.41183, 0.39376], [-2.29965, -1.30183, -0.53719], [-3.81114, -0.70565, 0.44834], [2.83135, 0.03164, -1.25218], [-1.83297, 0.34947, 0.96254], [-2.73224, 1.28142, 2.00186], [-2.95759, 1.63968, -1.34268], [-3.57876, 2.65831, -0.27686], [-0.50026, 0.44501, -0.70017], [0.02359, 1.49326, -2.09815], [2.23394, 2.12338, -0.96920], [2.26629, 2.70903, 0.74939], [1.09648, 1.34643, 1.68414], [2.61493, -0.38846, 2.38132], [4.02522, -0.90691, 1.75980], [3.25224, -1.89818, -0.12071], [0.60834, -0.80455, 0.89487], [1.08250, -2.44570, 1.47449], [-2.00572, -3.49812, 0.57950], [-1.21287, -1.75549, 1.30184], [-2.61983, -1.82685, -1.62907], [-1.95513, -0.26377, -0.90190]], "nbo_charge": [-0.52, -0.62, 0.22, -0.56, -0.38, -0.10, -0.53, -0.10, -0.28, -0.57, 0.13, -0.47, -0.57, 0.15, 0.17, 0.18, 0.24, 0.24, 0.27, 0.22, 0.24, 0.23, 0.22, 0.19, 0.16, 0.21, 0.22, 0.20, 0.24, 0.27, 0.22, 0.24, 0.26], "e_above_lowest_kj_mol": 585.1, "total_energy_ha": -2059.529010, "charge": 0, "smiles": "C1CSC[C@H]2COC[C@@H](CSCCS1)S2", "e_homo_ev": -8.710}

***

# 4
{"formula": "C10H19BCl12O6P", "method": "ωB97M-V/def2-TZVPD", "symbols": ["O", "P", "B", "O", "C", "C", "C", "O", "C", "O", "C", "C", "O", "O", "H", "H", "H", "H", "H", "H", "H", "H", "H", "H", "H", "H", "H", "H", "H", "C", "Cl", "Cl", "Cl", "H", "C", "Cl", "Cl", "Cl", "H", "C", "Cl", "Cl", "Cl", "H", "C", "Cl", "Cl", "Cl", "H"], "coordinates": [[1.13889, 0.36859, -5.15283], [0.16139, -0.77509, -5.06216], [-0.32082, -1.28069, -3.22788], [-0.57007, -2.72870, -2.99944], [0.17915, -3.12045, -1.85951], [0.41478, -1.74363, -1.21089], [1.31396, -1.67336, -0.00959], [1.57951, -0.32804, 0.40241], [0.60669, 0.26956, 1.18008], [-0.34731, 0.98693, 0.42188], [-1.61149, 1.11361, 1.04234], [-2.69921, 0.29311, 0.37826], [-2.92591, -0.96766, 1.03230], [0.82152, -1.00346, -2.30304], [-0.99736, -0.38826, -5.79517], [0.67003, -1.91725, -5.75165], [-1.20996, -0.52976, -2.82037], [-0.49443, -3.76231, -1.29127], [1.10956, -3.61301, -2.14094], [-0.60006, -1.46712, -0.90080], [0.88285, -2.23100, 0.82139], [2.26273, -2.15054, -0.24077], [1.14700, 0.97435, 1.80550], [0.12419, -0.45656, 1.84576], [-1.58154, 0.84972, 2.10292], [-1.90378, 2.15902, 0.95596], [-2.41950, 0.06583, -0.64367], [-3.64331, 0.83125, 0.37860], [-2.24998, -1.09421, 1.70912], [4.36709, 0.50125, 1.94291], [4.68066, -1.20703, 2.24460], [3.24146, 1.14682, 3.14141], [5.87427, 1.42431, 1.94096], [3.90197, 0.59333, 0.96850], [-0.42419, -5.80798, -5.30307], [1.03804, -5.02876, -5.90844], [-0.20184, -6.33846, -3.63303], [-1.81527, -4.73983, -5.44144], [-0.61039, -6.68389, -5.90819], [1.21780, 3.56239, 5.31457], [0.68346, 2.58629, 6.68518], [0.45366, 2.99927, 3.82058], [0.91818, 5.27280, 5.61870], [2.28595, 3.43105, 5.20385], [-2.96290, 6.21614, 3.21161], [-1.70717, 4.98340, 3.31866], [-3.63652, 6.56208, 4.80905], [-2.33640, 7.69093, 2.46853], [-3.76055, 5.83889, 2.58649]], "nbo_charge": [-1.15, 1.28, 0.31, -0.75, -0.07, 0.03, -0.06, -0.53, 0.25, -0.54, -0.10, -0.10, -0.73, -0.69, -0.13, -0.13, -0.13, 0.16, 0.15, 0.15, 0.16, 0.18, 0.15, 0.11, 0.16, 0.19, 0.22, 0.16, 0.46, -0.28, 0.02, 0.00, 0.01, 0.26, -0.28, 0.02, 0.01, 0.04, 0.21, -0.28, 0.01, 0.03, 0.02, 0.23, -0.29, 0.03, 0.01, 0.01, 0.23], "total_energy_ha": -6732.416000, "charge": -1, "e_homo_ev": -4.323}

***

# 5
{"formula": "C10H19Cl8Mg2O2", "method": "ωB97M-V/def2-TZVPD", "symbols": ["Mg", "Mg", "C", "C", "O", "O", "H", "H", "H", "Cl", "C", "C", "Cl", "H", "H", "H", "H", "Cl", "C", "C", "Cl", "H", "H", "H", "H", "Cl", "C", "C", "Cl", "H", "H", "H", "H", "Cl", "C", "C", "Cl", "H", "H", "H", "H"], "coordinates": [[-14.89608, -6.41559, -9.33719], [-14.47203, -3.43842, -12.21100], [-11.67581, -6.47391, -12.05103], [-12.85370, -5.96522, -11.21483], [-13.20535, -6.67348, -10.25525], [-13.33552, -4.86587, -11.54090], [-11.88874, -7.39089, -12.60049], [-10.80700, -6.57347, -11.40034], [-11.40127, -5.74741, -12.81581], [-12.51386, -8.86083, -15.06055], [-12.09720, -9.44566, -16.70653], [-10.64760, -9.88717, -16.77561], [-10.34483, -10.57903, -18.43991], [-12.30595, -8.65882, -17.43127], [-12.77529, -10.29080, -16.82450], [-10.39264, -10.63148, -16.02132], [-10.01265, -9.00808, -16.66565], [-9.27024, -1.77162, -11.09714], [-10.28766, -2.98262, -10.25503], [-10.25464, -2.72804, -8.72494], [-10.87202, -1.09837, -8.39914], [-9.87103, -3.97432, -10.43143], [-11.31096, -2.95387, -10.62963], [-9.26985, -2.86342, -8.27799], [-10.97131, -3.48825, -8.41402], [-11.26278, -10.94661, -8.42171], [-12.45859, -9.64001, -8.35429], [-11.94427, -8.41096, -7.52745], [-10.50888, -7.81511, -8.29914], [-13.42130, -9.94148, -7.94133], [-12.69856, -9.48922, -9.40687], [-11.57048, -8.82785, -6.59226], [-12.60348, -7.56738, -7.32225], [-8.31403, -4.37635, -12.93627], [-8.51183, -6.12103, -13.21521], [-7.41512, -6.80736, -13.90681], [-5.94320, -6.80829, -12.85178], [-9.42355, -6.23218, -13.80220], [-8.68349, -6.51176, -12.21221], [-7.19230, -6.12930, -14.73064], [-7.69974, -7.81962, -14.19360]], "nbo_charge": [1.81, 1.83, -0.75, 0.89, -0.86, -0.99, 0.30, 0.29, 0.25, -0.14, -0.36, -0.38, 0.01, 0.23, 0.24, 0.23, 0.21, 0.03, -0.38, -0.39, 0.01, 0.22, 0.14, 0.26, 0.18, 0.05, -0.42, -0.42, -0.01, 0.21, 0.20, 0.27, 0.16, -0.04, -0.39, -0.40, 0.00, 0.20, 0.20, 0.24, 0.24], "e_above_lowest_kj_mol": 219.6, "total_energy_ha": -4623.438272, "charge": 3, "e_homo_ev": -16.254}

***

# 6
{"formula": "C10H19ClN2O3", "method": "ωB97M-V/def2-TZVPD", "symbols": ["O", "C", "Cl", "C", "C", "C", "N", "C", "O", "C", "H", "H", "H", "H", "H", "H", "H", "H", "C", "O", "C", "C", "C", "N", "H", "H", "H", "H", "H", "H", "H", "H", "H", "H", "H"], "coordinates": [[2.14839, -1.48931, -1.98752], [1.94915, -0.41130, -1.62549], [0.28447, 0.30698, -1.58112], [3.09604, 0.53123, -1.16650], [3.74834, -0.05609, 0.11705], [4.09892, 0.87106, 1.30275], [4.63781, -0.12827, 2.25233], [5.22212, -1.20777, 1.54738], [5.67429, -2.20760, 1.97810], [5.11089, -0.82229, 0.02280], [3.84070, 0.49986, -1.99307], [2.75216, 1.57425, -1.05328], [3.06582, -0.81749, 0.55610], [4.94859, 1.55124, 1.03233], [3.34085, 1.57122, 1.70005], [5.13781, 0.23809, 3.05455], [5.90035, -0.05924, -0.13790], [5.00043, -1.63984, -0.70604], [-3.85150, 1.42587, -1.74526], [-3.29949, 1.44131, -0.44066], [-4.17973, 1.00425, 0.58126], [-4.25211, -0.52424, 0.74960], [-5.09196, -1.21498, -0.31991], [-2.91703, -1.13208, 0.77045], [-4.91669, 1.67366, -1.74276], [-3.69089, 0.45422, -2.21763], [-3.32384, 2.17204, -2.34098], [-3.78035, 1.42461, 1.50909], [-5.17755, 1.44107, 0.44620], [-4.73039, -0.72130, 1.71429], [-4.57834, -1.27413, -1.27992], [-5.31813, -2.23893, -0.01754], [-6.04183, -0.69613, -0.46964], [-2.38855, -0.73798, 1.54500], [-2.41874, -0.80199, -0.05410]], "nbo_charge": [-0.48, 0.60, -0.11, -0.51, -0.21, -0.22, -0.65, 0.70, -0.55, -0.51, 0.24, 0.24, 0.22, 0.17, 0.21, 0.40, 0.22, 0.24, -0.25, -0.55, -0.07, -0.08, -0.61, -0.82, 0.17, 0.17, 0.19, 0.18, 0.16, 0.19, 0.20, 0.22, 0.20, 0.35, 0.36], "total_energy_ha": -1187.832209, "charge": 0, "smiles": "O=C(Cl)C[C@@H]1CNC(=O)C1.COC[C@@H](C)N", "e_homo_ev": -9.205}

***

# 7
{"formula": "C10H19ClO2", "method": "ωB97M-V/def2-TZVPD", "symbols": ["C", "O", "C", "C", "C", "C", "C", "C", "O", "C", "C", "C", "Cl", "H", "H", "H", "H", "H", "H", "H", "H", "H", "H", "H", "H", "H", "H", "H", "H", "H", "H", "H"], "coordinates": [[3.70787, -0.42417, 1.04824], [3.64626, -0.83571, -0.38473], [2.27643, -0.71941, -0.90983], [1.80154, 0.80747, -1.27085], [1.25062, 1.68560, -0.00167], [0.07467, 0.96698, 0.88636], [-1.39420, 1.72084, 0.80920], [-2.51444, 0.56060, 0.37051], [-2.68310, -0.56330, 1.34559], [-2.35564, -1.92324, 0.80691], [-2.43825, -1.84828, -0.85996], [-2.24374, -0.21997, -1.08221], [-3.67050, 0.26714, -2.16300], [2.64072, -0.22575, 1.51308], [4.30457, 0.60938, 1.04569], [4.25249, -1.26398, 1.66909], [1.56627, -1.30742, -0.18942], [2.26482, -1.32161, -1.94033], [2.76321, 1.37841, -1.68633], [1.05013, 0.76803, -2.19574], [0.75898, 2.66862, -0.46692], [2.09751, 2.08337, 0.72430], [0.41705, 1.05368, 2.02313], [-0.07939, -0.17480, 0.68228], [-1.71013, 2.02725, 1.91889], [-1.41818, 2.64553, 0.08098], [-3.51750, 1.15052, 0.10890], [-1.24374, -2.23909, 1.10539], [-3.03928, -2.77569, 1.27350], [-3.55972, -2.12859, -1.13192], [-1.73939, -2.56953, -1.46896], [-1.26591, 0.14710, -1.66018]], "nbo_charge": [-0.29, -0.57, -0.08, -0.45, -0.43, -0.44, -0.43, 0.09, -0.57, -0.08, -0.47, -0.21, -0.10, 0.19, 0.19, 0.20, 0.17, 0.20, 0.23, 0.21, 0.21, 0.22, 0.22, 0.21, 0.23, 0.23, 0.21, 0.17, 0.21, 0.24, 0.24, 0.24], "total_energy_ha": -1002.879992, "charge": 0, "smiles": "COCCCCC[C@@H]1OCC[C@H]1Cl", "e_homo_ev": -9.670}